1.
Here is C42H55BaClF6IN5O5SSbSi as an isolated structure from OMol25. Energies are from the ωB97M-V functional and the def2-TZVPD basis.

Element x y z (Å)
Ba (1.42, 0.70, -0.88)
Cl (6.61, -4.94, -1.14)
C (5.61, -3.54, -0.79)
C (6.11, -2.56, 0.02)
C (5.33, -1.45, 0.32)
I (6.04, 0.04, 1.62)
C (4.04, -1.23, -0.20)
O (3.33, -0.21, 0.07)
C (3.54, -2.29, -1.06)
N (2.30, -2.12, -1.56)
C (1.78, -3.04, -2.34)
C (2.47, -4.21, -2.68)
C (3.73, -4.42, -2.19)
C (4.32, -3.44, -1.35)
H (7.10, -2.66, 0.44)
H (0.77, -2.85, -2.69)
H (2.00, -4.95, -3.32)
H (4.29, -5.31, -2.43)
C (-0.82, -3.70, -0.39)
C (-1.92, -2.99, -1.20)
C (-2.64, -4.00, -2.08)
C (-2.90, -2.34, -0.23)
O (-1.27, -2.03, -2.03)
Si (-1.76, -0.87, -3.09)
S (-0.39, 0.64, -3.13)
O (-3.29, -0.47, -2.60)
C (-4.28, 0.40, -3.12)
C (-5.13, -0.38, -4.13)
C (-3.71, 1.65, -3.77)
C (-5.15, 0.80, -1.92)
O (-2.05, -1.63, -4.56)
C (-1.36, -1.69, -5.80)
C (-2.09, -2.74, -6.63)
C (0.10, -2.12, -5.62)
C (-1.41, -0.35, -6.54)
H (-1.25, -4.24, 0.45)
H (-0.11, -2.95, -0.02)
H (-0.27, -4.40, -1.02)
H (-3.12, -4.77, -1.47)
H (-1.93, -4.48, -2.76)
H (-3.40, -3.49, -2.68)
H (-3.24, -3.05, 0.53)
H (-3.77, -1.95, -0.76)
H (-2.42, -1.50, 0.27)
H (-4.46, -0.81, -4.88)
H (-5.85, 0.27, -4.62)
H (-5.65, -1.20, -3.63)
H (-3.13, 1.39, -4.66)
H (-3.04, 2.16, -3.08)
H (-4.52, 2.33, -4.06)
H (-5.56, -0.09, -1.43)
H (-5.97, 1.44, -2.24)
H (-4.54, 1.34, -1.19)
H (-2.10, -3.69, -6.09)
H (-1.60, -2.88, -7.59)
H (-3.13, -2.43, -6.79)
H (0.15, -3.13, -5.21)
H (0.61, -1.44, -4.95)
H (0.62, -2.12, -6.59)
H (-2.45, -0.03, -6.66)
H (-0.96, -0.45, -7.53)
H (-0.87, 0.41, -5.97)
O (3.24, 4.15, 2.13)
C (3.16, 3.10, 2.69)
F (0.49, 2.86, -1.19)
Sb (2.01, 3.35, -2.27)
F (2.46, 1.84, -3.34)
F (0.94, 4.12, -3.60)
F (3.58, 4.09, -3.04)
F (1.92, 4.94, -1.25)
F (2.97, 2.46, -0.85)
N (-2.91, -2.82, 3.29)
C (-2.16, -1.98, 3.00)
N (-1.33, -1.00, 2.79)
C (-0.62, -0.60, 1.82)
N (0.07, -0.18, 0.97)
C (2.66, -0.29, 7.43)
C (2.60, -0.14, 5.94)
C (2.56, -1.27, 5.12)
C (2.51, -1.16, 3.74)
C (2.49, -2.37, 2.85)
C (2.44, 0.11, 3.16)
C (2.40, 1.23, 3.97)
C (2.53, 1.12, 5.35)
N (2.18, 2.53, 3.38)
C (0.78, 3.12, 3.40)
C (-0.20, 2.23, 4.18)
C (-1.59, 2.88, 4.17)
C (-1.52, 4.26, 4.82)
C (-0.55, 5.14, 4.04)
C (-1.03, 5.28, 2.59)
C (-1.12, 3.89, 1.95)
C (-2.09, 3.02, 2.73)
C (0.27, 3.25, 1.96)
C (0.84, 4.51, 4.05)
H (3.38, -1.06, 7.72)
H (1.68, -0.60, 7.81)
H (2.94, 0.65, 7.92)
H (2.58, -2.25, 5.58)
H (2.73, -3.28, 3.39)
H (3.20, -2.24, 2.03)
H (1.50, -2.49, 2.39)
H (2.39, 0.20, 2.08)
H (2.56, 2.01, 5.96)
H (0.12, 2.11, 5.21)
H (-0.25, 1.24, 3.72)
H (-2.28, 2.23, 4.73)
H (-1.18, 4.16, 5.86)
H (-2.52, 4.71, 4.84)
H (-0.50, 6.13, 4.51)
H (-0.33, 5.90, 2.03)
H (-2.01, 5.77, 2.56)
H (-1.45, 3.99, 0.91)
H (-2.17, 2.03, 2.26)
H (-3.09, 3.46, 2.72)
H (0.96, 3.87, 1.37)
H (0.21, 2.26, 1.50)
H (1.21, 4.42, 5.08)
H (1.54, 5.13, 3.49)

Its max |F| is 0.0792 Eh/bohr. As for the orbital gap (alpha / beta): 6.88 / 6.87 eV. As for the multiplicity: 2. The HOMO energy (alpha / beta) is -3.203 / -3.203 eV. The value obtained for the LUMO energy (alpha / beta) is 0.1350 / 0.1346 hartree. Its relative energy (zero: lowest compared OMol25 entry of this formula, charge and spin) is 1.742 eV. As for the charge: -2.

---

2.
Here is C43H46AsF6GdN3O3S as an isolated structure from OMol25. Energies are from the ωB97M-V functional and the def2-TZVPD basis.

Element x y z (Å)
Gd (-0.11, -0.24, -1.67)
C (0.29, -4.82, -1.72)
C (-0.94, -5.29, -1.23)
C (-1.91, -4.38, -0.80)
C (-1.72, -3.01, -0.88)
N (-0.55, -2.58, -1.47)
C (0.43, -3.43, -1.73)
C (-2.74, -1.95, -0.45)
C (-4.14, -2.23, -0.43)
C (-4.95, -1.24, 0.09)
C (-4.39, -0.07, 0.53)
C (-3.02, 0.21, 0.42)
C (-2.22, -0.70, -0.21)
H (1.13, -5.50, -2.01)
H (-1.13, -6.34, -1.16)
H (-2.77, -4.82, -0.28)
H (1.38, -2.95, -1.93)
H (-4.52, -3.23, -0.74)
H (-6.05, -1.34, 0.19)
H (-4.94, 0.67, 1.09)
H (-2.63, 1.16, 0.81)
O (-0.66, 1.89, -1.13)
S (-0.81, 3.06, -0.15)
C (-2.23, 3.94, -0.80)
C (-1.79, 5.01, -1.81)
C (-0.28, 5.41, -1.49)
C (0.43, 4.33, -0.70)
H (-2.69, 4.46, 0.08)
H (-2.97, 3.20, -1.17)
H (-2.43, 5.90, -1.70)
H (-1.84, 4.63, -2.84)
H (-0.21, 6.37, -0.95)
H (0.32, 5.59, -2.41)
H (1.03, 4.62, 0.25)
H (1.19, 3.74, -1.35)
C (-2.09, -2.26, -4.30)
N (-1.83, -1.31, -5.34)
C (-2.60, -1.29, -6.59)
C (-1.75, -0.75, -7.75)
C (-0.77, 0.38, -7.37)
N (-0.37, 0.41, -5.95)
C (0.42, 1.49, -5.52)
C (-0.90, -0.40, -5.00)
O (-0.48, -0.29, -3.83)
H (-1.19, -2.86, -4.12)
H (-2.96, -2.85, -4.60)
H (-2.37, -1.80, -3.33)
H (-3.55, -0.72, -6.44)
H (-2.89, -2.36, -6.82)
H (-2.43, -0.27, -8.44)
H (-1.25, -1.57, -8.32)
H (-1.27, 1.33, -7.59)
H (0.20, 0.30, -7.92)
H (-0.15, 2.28, -5.06)
H (0.83, 2.00, -6.38)
H (1.21, 1.14, -4.83)
C (4.19, -0.04, -2.75)
C (3.26, -0.04, -1.57)
O (1.97, -0.34, -1.88)
C (3.33, 1.43, -0.92)
F (4.57, 1.86, -0.62)
F (2.52, 1.53, 0.20)
F (2.86, 2.29, -1.83)
C (3.88, -1.15, -0.57)
F (5.20, -1.33, -0.65)
F (3.60, -0.79, 0.74)
F (3.25, -2.33, -0.81)
H (3.88, 0.75, -3.50)
H (4.17, -1.04, -3.27)
H (5.26, 0.10, -2.45)
C (5.18, 0.09, 5.96)
C (5.18, 0.16, 4.55)
C (3.99, 0.36, 3.87)
C (2.76, 0.39, 4.52)
C (2.77, 0.33, 5.93)
C (3.96, 0.21, 6.66)
As (1.13, 0.16, 3.39)
C (-0.02, 1.36, 4.41)
C (-1.37, 1.15, 4.41)
C (-2.25, 1.98, 5.09)
C (-1.71, 3.03, 5.86)
C (-0.38, 3.39, 5.69)
C (0.49, 2.51, 5.03)
C (0.31, -1.37, 4.42)
C (0.31, -2.56, 3.68)
C (-0.34, -3.71, 4.13)
C (-0.81, -3.73, 5.48)
C (-0.64, -2.60, 6.29)
C (-0.18, -1.42, 5.74)
H (6.12, -0.04, 6.46)
H (6.14, 0.21, 4.01)
H (4.03, 0.44, 2.78)
H (1.81, 0.30, 6.45)
H (3.86, 0.22, 7.74)
H (-1.75, 0.24, 3.99)
H (-3.33, 1.76, 5.03)
H (-2.29, 3.49, 6.64)
H (0.04, 4.26, 6.20)
H (1.57, 2.75, 5.02)
H (0.68, -2.59, 2.62)
H (-0.34, -4.55, 3.51)
H (-1.27, -4.65, 5.91)
H (-0.95, -2.64, 7.32)
H (-0.07, -0.48, 6.33)

Its max |F| is 0.0665 Eh/bohr. As for the orbital gap (alpha / beta): 7.16 / 7.93 eV. As for the multiplicity: 8. The HOMO energy (alpha / beta) is -9.991 / -10.046 eV. The value obtained for the LUMO energy (alpha / beta) is -0.1039 / -0.0778 hartree. Its relative energy (zero: lowest compared OMol25 entry of this formula, charge and spin) is 0.000 eV. As for the charge: +1.

---

3.
Here is a 6-piece molecular cluster, C37H27F9NO22S2 overall from OMol25. Energies are from the ωB97M-V functional and the def2-TZVPD basis.

Element x y z (Å)
C (0.56, 1.59, 0.36)
C (-0.32, 0.74, 1.51)
N (-1.20, 1.50, 2.24)
C (0.03, -0.83, 1.65)
S (-1.21, -1.96, 2.45)
S (-2.58, -2.49, 0.94)
O (-2.25, -1.69, -0.38)
O (-2.25, -3.99, 0.57)
C (-4.37, -2.42, 1.36)
F (-4.86, -3.78, 1.83)
F (-5.13, -2.16, 0.09)
C (-4.87, -1.31, 2.44)
F (-4.32, -1.57, 3.82)
F (-6.36, -1.56, 2.61)
C (-4.74, 0.25, 1.99)
F (-3.75, 0.54, 0.94)
F (-4.34, 1.01, 3.23)
C (-6.16, 0.96, 1.50)
F (-7.09, 1.28, 2.61)
F (-6.81, 0.25, 0.35)
F (-5.74, 2.30, 0.94)
H (1.33, 2.23, 1.01)
H (1.08, 0.89, -0.42)
H (-0.18, 2.38, -0.10)
H (-1.61, 0.84, 2.92)
H (0.23, -1.25, 0.55)
H (1.06, -0.95, 2.21)
H (-1.82, -1.20, 3.49)
C (0.89, 5.89, -1.10)
C (0.59, 7.19, -1.19)
C (-0.10, 7.90, -0.08)
O (-0.35, 9.10, -0.19)
C (-0.47, 7.13, 1.11)
C (-0.18, 5.83, 1.20)
C (0.54, 5.12, 0.11)
O (0.82, 3.94, 0.23)
O (-0.53, 5.10, 2.32)
O (0.92, 7.92, -2.32)
H (1.40, 5.36, -1.89)
H (-0.99, 7.66, 1.90)
H (-0.20, 4.19, 2.15)
H (0.60, 8.83, -2.14)
C (-5.66, -6.57, -2.40)
C (-4.71, -5.89, -1.76)
C (-3.26, -6.15, -2.02)
O (-2.41, -5.49, -1.44)
C (-2.92, -7.21, -2.98)
C (-3.88, -7.89, -3.62)
C (-5.32, -7.61, -3.38)
O (-6.17, -8.24, -3.99)
O (-3.56, -8.89, -4.52)
O (-5.02, -4.91, -0.84)
H (-6.71, -6.38, -2.22)
H (-1.87, -7.40, -3.15)
H (-4.42, -9.23, -4.84)
H (-4.16, -4.56, -0.52)
C (4.55, 0.10, -0.21)
C (5.62, -0.49, -0.75)
C (6.46, 0.21, -1.76)
O (7.45, -0.35, -2.22)
C (6.07, 1.57, -2.17)
C (5.00, 2.16, -1.63)
C (4.17, 1.47, -0.61)
O (3.20, 2.04, -0.12)
O (4.62, 3.43, -2.02)
O (5.98, -1.77, -0.39)
H (3.93, -0.39, 0.52)
H (6.68, 2.06, -2.91)
H (3.82, 3.64, -1.49)
H (6.79, -1.97, -0.91)
C (0.89, 0.51, 8.13)
C (0.62, -0.21, 7.04)
C (-0.37, 0.26, 6.03)
O (-0.58, -0.41, 5.02)
C (-1.07, 1.53, 6.29)
C (-0.80, 2.24, 7.38)
C (0.21, 1.79, 8.38)
O (0.44, 2.47, 9.37)
O (-1.46, 3.43, 7.63)
O (1.26, -1.41, 6.80)
H (1.61, 0.18, 8.87)
H (-1.80, 1.85, 5.56)
H (-1.09, 3.76, 8.49)
H (0.89, -1.74, 5.95)
C (4.70, -1.42, -5.16)
C (5.10, -1.98, -6.31)
C (4.84, -1.32, -7.62)
O (5.24, -1.85, -8.65)
C (4.11, -0.04, -7.62)
C (3.71, 0.51, -6.47)
C (4.00, -0.13, -5.16)
O (3.63, 0.41, -4.12)
O (3.03, 1.71, -6.46)
O (5.77, -3.19, -6.32)
H (4.89, -1.89, -4.20)
H (3.92, 0.42, -8.58)
H (2.85, 1.90, -5.51)
H (5.95, -3.38, -7.27)

Its max |F| is 0.2317 Eh/bohr. As for the orbital gap: 5.22 eV. The HOMO energy is -11.414 eV. The value obtained for the LUMO energy is -0.2275 hartree. As for the charge: +1.

---

4.
Here is a 2-piece molecular cluster, C4H6N overall from OMol25. Energies are from the ωB97M-V functional and the def2-TZVPD basis.

Element x y z (Å)
C (-0.71, 0.12, -0.14)
C (-1.98, 0.05, 0.11)
C (1.33, 0.08, 0.65)
C (0.56, 0.78, -0.40)
N (0.48, -0.67, -0.25)
H (-2.51, -0.88, 0.22)
H (-2.56, 0.96, 0.20)
H (2.40, -0.04, 0.49)
H (1.02, 0.12, 1.68)
H (0.89, 1.36, -1.25)
H (1.08, -1.88, -1.31)

Its max |F| is 0.1185 Eh/bohr. As for the orbital gap: 8.08 eV. The HOMO energy is -15.218 eV. The value obtained for the LUMO energy is -0.2624 hartree. Its relative energy (zero: lowest compared OMol25 entry of this formula, charge and spin) is 5.227 eV. As for the charge: +1.

---

5.
Here is a 3-piece molecular cluster, C3H13N2O3 overall from OMol25. Energies are from the ωB97M-V functional and the def2-TZVPD basis.

Element x y z (Å)
C (-1.64, 0.52, 1.24)
C (-0.22, 0.19, 1.13)
C (0.28, -1.18, 0.97)
N (1.68, -1.44, 1.11)
O (-0.02, -1.40, -0.42)
N (-2.03, 1.04, -0.08)
H (-2.20, -0.37, 1.58)
H (-1.76, 1.30, 2.00)
H (-0.27, -1.97, 1.47)
H (0.41, 0.84, 1.76)
H (2.22, -0.65, 0.76)
H (1.95, -1.53, 2.08)
H (-1.98, 2.07, -0.20)
H (0.66, -2.05, -0.65)
H (-1.70, 0.50, -0.89)
H (2.02, 1.88, -1.13)
H (1.23, 0.73, -0.51)
O (2.03, 0.93, -0.98)
H (-0.28, 0.55, -3.76)
H (-0.04, -0.43, -2.67)
O (-0.36, 0.45, -2.82)

Its max |F| is 0.0696 Eh/bohr. As for the orbital gap: 7.07 eV. The HOMO energy is -14.722 eV. The value obtained for the LUMO energy is -0.2811 hartree. Its relative energy (zero: lowest compared OMol25 entry of this formula, charge and spin) is 5.432 eV. As for the charge: +1.

---

6.
Here is a 3-piece molecular cluster, C2H6NO5 overall from OMol25. Energies are from the ωB97M-V functional and the def2-TZVPD basis.

Element x y z (Å)
O (2.65, -1.55, -2.08)
C (1.64, -1.09, -2.58)
N (0.70, -0.37, -1.95)
C (0.92, 0.47, -0.67)
O (2.05, 0.88, -0.45)
O (-0.15, 0.59, -0.03)
H (1.40, -1.35, -3.63)
H (-0.05, 0.05, -2.48)
H (0.34, 0.09, 4.52)
H (-0.58, 1.30, 4.37)
O (-0.14, 0.76, 5.00)
H (-2.31, 0.34, 0.41)
H (-3.24, -0.28, -0.65)
O (-3.22, 0.16, 0.22)

Its max |F| is 0.0373 Eh/bohr. As for the orbital gap: 8.74 eV. The HOMO energy is -5.138 eV. The value obtained for the LUMO energy is 0.1324 hartree. Its relative energy (zero: lowest compared OMol25 entry of this formula, charge and spin) is 1.347 eV. As for the charge: -1.

---

7.
Here is an isolated ion of composition C8H14N4 and charge +2 from OMol25. Energies are from the ωB97M-V functional and the def2-TZVPD basis.

Element x y z (Å)
C (-1.18, 1.46, -1.57)
C (-1.36, 1.50, 2.72)
C (1.81, -0.72, 0.56)
C (-0.83, -1.17, 0.29)
C (1.70, -2.01, -0.32)
C (-0.06, 1.79, 0.69)
C (0.35, -0.20, 0.30)
C (-0.12, -0.67, -0.98)
N (-0.95, 2.14, 1.74)
N (-0.85, 0.17, -1.90)
N (-0.83, 2.16, -0.54)
N (0.97, -1.54, -1.55)
H (-1.94, 1.91, -2.14)
H (-1.99, 1.98, 3.38)
H (-1.10, 0.45, 2.95)
H (2.02, -0.99, 1.56)
H (2.51, -0.01, 0.19)
H (-0.68, -2.14, 0.67)
H (-1.68, -0.65, 0.67)
H (2.66, -2.54, -0.41)
H (1.07, -2.77, 0.30)
H (0.88, 2.44, 0.80)
H (-1.40, -0.28, -2.57)
H (-1.29, 3.05, -0.49)
H (1.54, -0.96, -2.24)
H (0.76, -2.40, -2.09)

Its max |F| is 0.0844 Eh/bohr. As for the orbital gap: 9.60 eV. The HOMO energy is -16.674 eV. The value obtained for the LUMO energy is -0.2598 hartree. Its relative energy (zero: lowest compared OMol25 entry of this formula, charge and spin) is 2.875 eV. As for the charge: +2.

---

8.
Here is a 2-piece molecular cluster, C18H34NOPSSi overall from OMol25. Energies are from the ωB97M-V functional and the def2-TZVPD basis.

Element x y z (Å)
C (4.58, -1.77, 3.65)
C (4.59, -2.53, 2.30)
C (3.53, -2.04, 1.31)
C (4.16, -1.12, 0.27)
C (3.17, -0.69, -0.81)
C (2.37, 0.56, -0.40)
Si (0.51, 0.11, -0.40)
C (-0.46, 0.94, 0.99)
C (-1.85, 0.32, 1.28)
C (-1.84, -1.05, 1.98)
C (-2.56, -2.15, 1.21)
N (-2.00, -2.48, -0.09)
C (-1.12, -3.54, -0.11)
C (-0.61, -3.90, -1.48)
O (-0.73, -4.10, 0.86)
P (-0.38, 0.63, -2.40)
S (0.50, -0.54, -3.72)
H (4.43, -2.48, 4.45)
H (3.84, -0.99, 3.68)
H (5.55, -1.32, 3.83)
H (4.50, -3.59, 2.48)
H (5.56, -2.37, 1.85)
H (3.04, -2.88, 0.83)
H (2.76, -1.50, 1.86)
H (4.57, -0.26, 0.79)
H (4.97, -1.66, -0.19)
H (3.74, -0.51, -1.71)
H (2.53, -1.54, -1.01)
H (2.63, 0.88, 0.60)
H (2.49, 1.34, -1.15)
H (0.45, -1.33, -0.18)
H (-0.64, 1.98, 0.74)
H (0.09, 0.94, 1.93)
H (-2.48, 0.28, 0.39)
H (-2.32, 1.03, 1.96)
H (-0.83, -1.34, 2.26)
H (-2.39, -0.95, 2.90)
H (-3.57, -1.79, 1.04)
H (-2.66, -3.01, 1.87)
H (-2.70, -2.55, -0.82)
H (0.29, -3.34, -1.69)
H (-0.39, -4.95, -1.54)
H (-1.31, -3.60, -2.25)
H (-1.78, 0.47, -2.40)
H (-0.10, 1.98, -2.67)
C (-2.83, 3.53, -1.56)
C (-2.20, 4.53, -2.30)
C (-2.88, 5.70, -2.59)
C (-4.19, 5.88, -2.16)
C (-4.82, 4.88, -1.43)
C (-4.14, 3.70, -1.13)
H (-2.30, 2.62, -1.33)
H (-1.19, 4.39, -2.64)
H (-2.39, 6.48, -3.16)
H (-4.71, 6.79, -2.39)
H (-5.84, 5.01, -1.09)
H (-4.63, 2.93, -0.56)

Its max |F| is 0.0357 Eh/bohr. As for the orbital gap: 8.78 eV. The SMILES is CCCCCC[Si@@H](CCCCNC(C)=O)[PH2]=S.c1ccccc1. The HOMO energy is -8.290 eV. The value obtained for the LUMO energy is 0.0180 hartree. As for the charge: 0.

---

9.
Here is the molecule C5H8N2O from OMol25. Energies are from the ωB97M-V functional and the def2-TZVPD basis.

Element x y z (Å)
C (-0.66, 1.21, -2.40)
C (0.17, -0.74, -0.30)
C (-0.02, 0.38, 0.39)
C (1.08, -1.79, -0.76)
C (-0.05, 0.53, 1.91)
N (-0.36, 1.58, -0.10)
N (-0.58, 1.88, -1.36)
O (-0.93, 3.27, -1.32)
H (-0.65, 1.65, -3.39)
H (1.81, -2.03, -0.01)
H (0.53, -2.61, -1.07)
H (1.57, -1.12, -1.53)
H (0.17, -0.47, 2.24)
H (0.66, 1.28, 2.05)
H (-1.09, 0.91, 2.21)
H (-1.02, 3.21, -0.32)

Its max |F| is 0.0706 Eh/bohr. As for the orbital gap (alpha / beta): 6.65 / 6.65 eV. The HOMO energy (alpha / beta) is -7.614 / -7.614 eV. The value obtained for the LUMO energy (alpha / beta) is -0.0355 / -0.0355 hartree. Its relative energy (zero: lowest compared OMol25 entry of this formula, charge and spin) is 9.541 eV. As for the charge: 0.